{"formula": "C29H24N4O2Sn", "method": "ωB97M-V with the def2-TZVPD basis set", "elements": ["Sn", "C", "C", "C", "C", "N", "C", "C", "C", "C", "C", "C", "N", "C", "C", "C", "C", "C", "N", "H", "H", "H", "H", "H", "H", "H", "H", "H", "H", "H", "C", "O", "C", "C", "C", "C", "C", "C", "N", "C", "C", "C", "C", "C", "C", "C", "O", "H", "H", "H", "H", "H", "H", "H", "H", "H", "H", "H", "H", "H"], "xyz": [[0.484, -1.380, -2.097], [-4.111, -1.938, -1.780], [-4.304, -2.444, -0.506], [-3.202, -2.749, 0.284], [-1.932, -2.544, -0.228], [-1.756, -2.041, -1.454], [-2.811, -1.744, -2.212], [-0.681, -2.864, 0.527], [-0.697, -3.563, 1.722], [0.504, -3.847, 2.351], [1.688, -3.400, 1.794], [1.641, -2.676, 0.617], [0.477, -2.447, -0.013], [2.868, -2.109, -0.014], [4.120, -2.175, 0.566], [5.209, -1.661, -0.126], [5.018, -1.091, -1.372], [3.731, -1.039, -1.873], [2.688, -1.532, -1.204], [-4.945, -1.695, -2.427], [-5.305, -2.607, -0.125], [-3.354, -3.137, 1.282], [-2.601, -1.339, -3.197], [-1.626, -3.912, 2.151], [0.516, -4.417, 3.274], [2.630, -3.628, 2.272], [4.268, -2.615, 1.543], [6.203, -1.718, 0.306], [5.845, -0.693, -1.944], [3.523, -0.594, -2.839], [-0.438, 4.991, 0.419], [-0.622, 3.593, 0.704], [0.424, 2.915, 1.198], [1.709, 3.442, 1.295], [2.734, 2.703, 1.864], [2.494, 1.429, 2.361], [1.219, 0.905, 2.269], [0.195, 1.622, 1.678], [-1.129, 1.058, 1.737], [-2.099, 1.090, 0.864], [-2.043, 1.374, -0.531], [-3.187, 2.000, -1.075], [-3.225, 2.412, -2.378], [-2.105, 2.185, -3.192], [-0.998, 1.518, -2.711], [-0.937, 1.063, -1.382], [0.084, 0.320, -0.986], [-1.396, 5.351, 0.064], [0.310, 5.135, -0.361], [-0.151, 5.534, 1.319], [1.905, 4.447, 0.944], [3.722, 3.140, 1.939], [3.288, 0.860, 2.828], [1.001, -0.085, 2.662], [-1.380, 0.720, 2.654], [-3.078, 0.889, 1.295], [-4.027, 2.213, -0.414], [-4.097, 2.917, -2.773], [-2.114, 2.529, -4.222], [-0.144, 1.329, -3.350]], "total_charge": 2, "lumo_ha": -0.2316, "homo_energy_ha": -0.506}

***

{"formula": "C3H7N3", "method": "ωB97M-V with the def2-TZVPD basis set", "elements": ["H", "N", "C", "N", "N", "C", "C", "H", "H", "H", "H", "H", "H"], "xyz": [[2.308, -1.314, -0.229], [2.256, -0.247, -0.161], [0.959, 0.009, 0.029], [0.495, 1.362, 0.067], [-0.063, -0.933, 0.060], [-1.371, -0.710, 0.010], [-2.155, 0.402, -0.178], [-0.254, 1.593, 0.728], [1.338, 1.992, 0.214], [0.230, -1.895, 0.495], [-1.867, -1.620, 0.259], [-3.244, 0.270, 0.003], [-1.922, 1.491, -0.390]], "total_charge": 0, "smiles": "[H]/N=C(/N)NC=C", "lumo_ha": 0.0231, "homo_energy_ha": -0.307}

***

{"formula": "C15H40F6N9O20S6", "method": "ωB97M-V with the def2-TZVPD basis set", "elements": ["C", "C", "O", "N", "H", "H", "C", "H", "H", "H", "H", "H", "H", "C", "C", "O", "N", "H", "H", "C", "H", "H", "H", "H", "H", "H", "C", "C", "O", "N", "H", "H", "C", "H", "H", "H", "H", "H", "H", "C", "C", "O", "N", "H", "H", "C", "H", "H", "H", "H", "H", "H", "C", "C", "O", "N", "H", "H", "C", "H", "H", "H", "H", "H", "H", "N", "S", "O", "O", "F", "S", "O", "O", "F", "N", "S", "O", "O", "F", "S", "O", "O", "F", "N", "S", "O", "O", "F", "S", "O", "O", "F", "N", "O", "O", "O"], "xyz": [[10.386, 4.227, -10.208], [9.616, 5.089, -11.222], [10.113, 6.047, -11.807], [8.162, 4.699, -11.594], [8.019, 3.775, -11.214], [7.413, 5.157, -11.094], [7.791, 4.605, -13.071], [10.196, 3.180, -10.441], [10.289, 4.568, -9.177], [11.417, 4.467, -10.470], [8.398, 5.314, -13.634], [6.754, 4.890, -13.249], [7.911, 3.606, -13.488], [10.065, 9.551, -8.950], [11.203, 10.436, -8.499], [12.288, 10.033, -8.123], [10.934, 11.964, -8.440], [11.502, 12.483, -7.786], [11.125, 12.186, -9.407], [9.500, 12.494, -8.165], [9.547, 10.016, -9.788], [9.394, 9.514, -8.092], [10.277, 8.502, -9.156], [9.438, 13.574, -8.300], [9.189, 12.298, -7.139], [8.764, 11.972, -8.776], [3.049, 3.203, -12.097], [3.145, 3.620, -10.622], [2.150, 3.791, -9.973], [4.578, 3.723, -10.021], [5.192, 3.027, -10.420], [4.984, 4.628, -10.210], [4.563, 3.491, -8.484], [3.978, 3.433, -12.619], [2.118, 3.423, -12.619], [3.065, 2.115, -12.163], [4.125, 4.351, -7.978], [5.584, 3.261, -8.179], [3.935, 2.716, -8.045], [0.143, 9.898, -5.553], [1.059, 8.785, -5.262], [1.418, 8.520, -4.118], [1.222, 7.768, -6.424], [1.097, 6.792, -6.195], [0.502, 7.898, -7.121], [2.625, 7.921, -7.087], [-0.919, 9.669, -5.647], [0.486, 10.627, -6.287], [0.132, 10.537, -4.671], [2.731, 8.947, -7.438], [2.623, 7.280, -7.969], [3.430, 7.782, -6.365], [8.432, 14.479, -13.036], [7.311, 13.433, -12.615], [6.139, 13.560, -12.740], [7.887, 12.155, -11.965], [8.116, 11.616, -12.788], [8.715, 12.285, -11.402], [6.931, 11.354, -11.041], [8.038, 15.263, -13.682], [9.273, 14.077, -13.602], [8.857, 14.908, -12.129], [6.162, 10.853, -11.630], [6.494, 12.199, -10.509], [7.634, 10.839, -10.387], [8.471, 10.694, -14.229], [8.324, 11.176, -15.606], [7.141, 11.944, -15.990], [9.070, 10.470, -16.630], [9.348, 12.372, -15.370], [7.228, 9.565, -14.396], [7.348, 8.582, -15.478], [5.875, 9.983, -13.982], [7.868, 8.765, -13.115], [8.770, 4.185, -4.506], [8.194, 4.852, -5.964], [8.485, 6.236, -6.221], [7.023, 4.199, -6.594], [9.338, 4.222, -6.917], [7.749, 5.022, -3.758], [6.329, 4.544, -3.703], [7.959, 6.467, -3.659], [8.215, 4.598, -2.282], [6.085, 6.082, -10.632], [6.287, 6.985, -9.234], [5.286, 6.849, -8.198], [7.157, 8.141, -9.273], [7.378, 5.955, -8.608], [5.092, 7.111, -11.073], [5.660, 8.387, -11.570], [3.784, 7.086, -10.387], [4.703, 6.358, -12.469], [4.454, 4.824, -15.790], [5.154, 3.785, -15.663], [4.765, 5.887, -15.296], [3.539, 4.756, -16.609]], "total_charge": 0, "s2": 0.7517, "lumo_ha": [-0.0920, -0.0921], "spin_multiplicity": 2, "homo_energy_ha": [-0.183, -0.213]}

***

{"formula": "C3H6Si", "method": "ωB97M-V with the def2-TZVPD basis set", "elements": ["Si", "C", "C", "C", "H", "H", "H", "H", "H", "H"], "xyz": [[1.876, -0.122, -0.046], [-0.246, -0.001, -0.144], [-1.342, -0.760, -0.213], [-1.630, 0.693, 0.025], [2.261, -0.417, 1.315], [2.464, 1.235, -0.232], [2.157, -1.156, -1.022], [-1.668, -1.799, -0.121], [-2.255, 1.234, -0.642], [-1.618, 1.092, 1.079]], "total_charge": 0, "smiles": "[SiH3]C1=CC1", "lumo_ha": 0.0338, "homo_energy_ha": -0.325}

***

{"formula": "C5H10O2", "method": "ωB97M-V with the def2-TZVPD basis set", "elements": ["C", "C", "O", "C", "H", "H", "H", "H", "H", "H", "C", "C", "O", "H", "H", "H", "H"], "xyz": [[2.009, 0.330, -0.688], [0.701, -0.463, -0.727], [0.831, -0.864, 0.643], [2.065, -0.137, 0.775], [2.803, -0.036, -1.340], [1.887, 1.407, -0.827], [-0.169, 0.172, -0.885], [0.642, -1.321, -1.406], [1.991, 0.655, 1.530], [2.898, -0.801, 1.032], [-2.261, -0.273, 0.764], [-2.186, 0.713, -0.370], [-1.867, 1.873, -0.255], [-3.305, -0.328, 1.097], [-1.958, -1.272, 0.435], [-1.625, 0.044, 1.593], [-2.456, 0.302, -1.370]], "total_charge": 0, "smiles": "C1COC1.CC=O", "lumo_ha": 0.0386, "homo_energy_ha": -0.357}

***

{"formula": "C17H24N4O3", "method": "ωB97M-V with the def2-TZVPD basis set", "elements": ["N", "C", "C", "C", "C", "C", "N", "C", "O", "C", "N", "C", "C", "C", "N", "C", "C", "C", "C", "C", "C", "C", "O", "O", "H", "H", "H", "H", "H", "H", "H", "H", "H", "H", "H", "H", "H", "H", "H", "H", "H", "H", "H", "H", "H", "H", "H", "H"], "xyz": [[-0.442, 1.903, -5.127], [-1.437, 0.880, -5.111], [-1.136, -0.373, -4.178], [-1.644, -0.340, -2.686], [-0.695, 0.447, -1.774], [-0.615, 0.371, -0.318], [0.000, -0.912, 0.167], [-0.654, -2.054, 0.564], [-1.525, -2.642, -0.066], [-0.196, -2.537, 1.936], [-0.480, -3.899, 1.968], [1.256, -2.265, 2.361], [1.940, -0.950, 2.097], [3.149, -0.648, 1.373], [3.286, 0.750, 1.319], [2.435, 1.420, 2.107], [2.332, 2.679, 2.499], [1.121, 3.011, 3.129], [0.244, 2.018, 3.637], [0.592, 0.566, 3.457], [1.632, 0.323, 2.687], [-1.928, 0.671, 0.436], [-2.127, 0.198, 1.557], [-2.881, 1.318, -0.289], [0.404, 1.565, -5.594], [-0.663, 2.928, -5.096], [-2.321, 1.442, -4.748], [-1.499, 0.357, -6.088], [-1.594, -1.218, -4.825], [0.030, -0.622, -4.142], [-2.659, 0.113, -2.736], [-1.761, -1.400, -2.389], [-0.835, 1.412, -2.325], [0.275, -0.007, -1.973], [0.095, 1.146, -0.013], [0.777, -0.637, 0.865], [-0.750, -1.962, 2.722], [-0.657, -4.237, 2.941], [-1.331, -4.024, 1.255], [1.977, -3.123, 1.895], [1.132, -2.545, 3.406], [3.780, -1.319, 0.704], [4.053, 1.245, 0.809], [2.783, 3.509, 2.025], [0.819, 4.025, 3.298], [-0.707, 2.448, 3.998], [0.085, -0.382, 3.864], [-3.658, 1.352, 0.403]], "total_charge": 0, "smiles": "NCCCC[C@H](NC(=O)[C@@H](N)Cc1c[nH]c2ccccc12)C(=O)O", "lumo_ha": 0.0186, "homo_energy_ha": -0.294}

***

Repeat the second record exactly.
{"formula": "C3H7N3", "method": "ωB97M-V with the def2-TZVPD basis set", "elements": ["H", "N", "C", "N", "N", "C", "C", "H", "H", "H", "H", "H", "H"], "xyz": [[2.308, -1.314, -0.229], [2.256, -0.247, -0.161], [0.959, 0.009, 0.029], [0.495, 1.362, 0.067], [-0.063, -0.933, 0.060], [-1.371, -0.710, 0.010], [-2.155, 0.402, -0.178], [-0.254, 1.593, 0.728], [1.338, 1.992, 0.214], [0.230, -1.895, 0.495], [-1.867, -1.620, 0.259], [-3.244, 0.270, 0.003], [-1.922, 1.491, -0.390]], "total_charge": 0, "smiles": "[H]/N=C(/N)NC=C", "lumo_ha": 0.0231, "homo_energy_ha": -0.307}

***

Question: Number 1 is which compound?
Answer: C29H24N4O2Sn